No. 1
Molecular formula: C41H99Br2ClFNO15P
Method: DFT, the ωB97M-V functional and the def2-TZVPD basis

XYZ file:
```
161
Properties=species:S:1:pos:R:3:lowdin_charge:R:1
C -1.95457 -3.00511 -2.34200 -0.05
C -0.72181 -3.51293 -1.62835 -0.20
O 0.37377 -2.69699 -2.05103 0.00
C 1.12239 -2.10054 -1.09912 -0.49
O 1.57386 -2.68786 -0.14096 0.12
C 1.33637 -0.65223 -1.39656 -0.09
C 0.78607 0.25442 -0.31214 -0.14
C -0.68218 -0.01340 0.07517 -0.09
C -0.74043 -0.65900 1.44741 -0.26
C -1.88732 -1.52139 1.90592 -0.16
C -3.30275 -0.96463 1.66877 -0.15
C -4.04981 -1.70769 0.60936 -0.73
O -4.31573 -1.26899 -0.50028 0.05
Cl -4.57518 -3.32133 1.15796 0.73
C -1.50728 -1.75115 3.41562 -0.29
F -1.13067 -3.04933 3.54669 0.06
C -0.28427 -0.89838 3.71514 -0.25
C -0.04634 -0.41847 5.11032 -0.68
Br -1.22645 -1.16429 6.40446 0.86
C 0.93145 0.41482 5.44220 -0.77
C 1.90491 0.90731 4.43761 -0.14
Br 1.20293 0.97076 7.21886 0.81
N -0.33096 0.16304 2.62663 -0.13
P -1.24306 1.66648 3.15710 1.04
C -1.57204 2.73458 1.71305 -0.25
C -2.78623 1.25370 4.01784 -0.24
H -1.83914 -3.12505 -3.40828 0.07
H -2.09433 -1.96243 -2.08817 0.06
H -2.80958 -3.59119 -2.05157 0.07
H -0.56597 -4.53562 -1.93317 0.12
H -0.86085 -3.50982 -0.55593 0.11
H 2.40411 -0.49776 -1.46639 0.13
H 0.91923 -0.45221 -2.37237 0.12
H 1.43497 0.10009 0.54388 0.11
H 0.90616 1.25853 -0.68699 0.12
H -1.08345 -0.75348 -0.60449 0.11
H -1.30341 0.86303 -0.03932 0.10
H 0.05808 -1.40036 1.38598 0.15
H -1.88805 -2.51962 1.49252 0.14
H -3.85454 -1.02183 2.59853 0.11
H -3.25125 0.08043 1.39746 0.11
H -2.36923 -1.48486 4.00335 0.10
H 0.61354 -1.45810 3.46881 0.17
H 2.16957 0.15959 3.70372 0.07
H 1.55827 1.83670 4.00374 0.08
H 2.82490 1.13929 4.94903 0.05
H 0.59594 0.50743 2.37184 0.12
H -2.31887 2.30443 1.05358 0.03
H -0.68453 2.95279 1.14141 0.05
H -2.01765 3.63277 2.10801 0.05
H -2.62100 0.66114 4.90759 0.00
H -3.16404 2.21153 4.34823 0.06
H -3.57426 0.79718 3.42948 0.03
C -5.72275 0.84699 8.58588 -0.09
C -4.84607 0.60756 7.37187 -0.33
O -3.63019 1.35372 7.44237 -0.12
H -5.95781 1.90680 8.68024 0.08
H -6.65487 0.28576 8.51435 0.08
H -5.20677 0.54406 9.49940 0.08
H -5.35655 0.92748 6.46397 0.11
H -4.61009 -0.45900 7.27540 0.10
H -3.16172 1.07507 8.23398 0.07
C -7.42894 -1.60241 -2.41982 -0.08
C -6.71847 -1.69866 -3.75479 -0.30
O -5.60456 -0.80207 -3.79462 -0.09
H -7.76356 -0.57851 -2.25092 0.08
H -8.29416 -2.26488 -2.37593 0.08
H -6.75214 -1.86106 -1.60235 0.05
H -7.38532 -1.41361 -4.56557 0.12
H -6.37043 -2.72014 -3.94061 0.11
H -5.00736 -1.05486 -3.08339 0.06
C 5.44871 4.43165 5.97574 -0.08
C 4.71444 3.19989 5.48664 -0.31
O 4.00966 3.45335 4.26093 -0.10
H 4.75974 5.25546 6.13208 0.06
H 5.96620 4.22086 6.91291 0.08
H 6.18299 4.76510 5.24208 0.07
H 3.96768 2.88051 6.21354 0.10
H 5.41463 2.37211 5.32747 0.11
H 4.65754 3.73417 3.60797 0.07
C 6.53058 1.27381 2.17937 -0.08
C 5.27910 0.55660 1.71185 -0.30
O 4.26013 0.57250 2.71755 -0.11
H 6.91466 0.81215 3.08883 0.08
H 7.30789 1.24399 1.41598 0.08
H 6.31450 2.32047 2.41016 0.06
H 5.49362 -0.48916 1.49992 0.11
H 4.89067 1.01790 0.79700 0.11
H 4.04101 1.49336 2.91374 0.05
C -2.93050 -2.48982 -6.24459 -0.09
C -2.43321 -1.05776 -6.16743 -0.32
O -3.50826 -0.13043 -6.23554 -0.08
H -3.48355 -2.64492 -7.16971 0.07
H -2.10459 -3.20152 -6.20676 0.08
H -3.61190 -2.70410 -5.41714 0.07
H -1.77164 -0.83689 -7.00503 0.10
H -1.87529 -0.89150 -5.23551 0.10
H -4.09702 -0.29943 -5.49244 0.05
C 3.91783 9.04216 6.07551 -0.09
C 5.30990 8.47257 6.26465 -0.31
O 5.56728 7.41180 5.34249 -0.10
H 3.16645 8.26208 6.20136 0.08
H 3.71897 9.84074 6.79251 0.08
H 3.80168 9.43953 5.06733 0.05
H 5.42656 8.05336 7.26305 0.11
H 6.06303 9.25595 6.13299 0.11
H 5.47603 7.77195 4.45540 0.08
C 0.78541 10.38229 2.82308 -0.09
C 2.12686 9.87110 2.33221 -0.32
O 2.52145 8.68431 3.02322 -0.10
H 0.82532 10.58519 3.89332 0.08
H 0.49962 11.29713 2.30311 0.08
H 0.00468 9.63484 2.66125 0.07
H 2.90574 10.60999 2.51154 0.11
H 2.08981 9.66785 1.25706 0.11
H 1.84989 8.01624 2.86653 0.08
C -3.33836 -7.93193 -1.87721 -0.09
C -2.64129 -7.43230 -0.62602 -0.31
O -2.91790 -6.04752 -0.38897 -0.12
H -3.02772 -7.35025 -2.74578 0.07
H -3.11004 -8.98217 -2.05951 0.08
H -4.42154 -7.82545 -1.78448 0.07
H -1.56075 -7.52179 -0.72732 0.11
H -2.95170 -8.01491 0.24624 0.11
H -3.86933 -5.95565 -0.28415 0.05
C -2.60793 -5.57298 -9.34646 -0.09
C -3.53418 -6.26565 -8.36370 -0.32
O -3.84311 -5.42479 -7.25252 -0.10
H -1.68262 -5.27635 -8.85163 0.07
H -2.36335 -6.22723 -10.18400 0.07
H -3.07194 -4.66612 -9.74117 0.07
H -3.06241 -7.15878 -7.95792 0.11
H -4.46305 -6.56505 -8.85976 0.11
H -4.27274 -4.63740 -7.59518 0.06
C 4.15965 -2.04121 -5.50529 -0.08
C 3.26980 -1.67351 -4.33366 -0.33
O 2.34949 -0.63862 -4.67540 -0.09
H 4.72104 -1.17001 -5.84247 0.08
H 4.86341 -2.82842 -5.23267 0.07
H 3.56076 -2.39010 -6.34948 0.08
H 3.87154 -1.31254 -3.49909 0.11
H 2.70075 -2.54663 -3.99193 0.11
H 1.80449 -0.95883 -5.39957 0.07
C 4.96599 -4.43049 -2.03133 -0.08
C 5.53945 -4.03195 -0.68483 -0.31
O 5.12309 -2.71512 -0.32072 -0.09
H 5.28101 -3.71492 -2.79244 0.06
H 5.29071 -5.42809 -2.32884 0.08
H 3.87324 -4.41467 -1.99607 0.07
H 6.62706 -4.01903 -0.70866 0.11
H 5.22227 -4.74010 0.08728 0.11
H 4.16237 -2.71086 -0.28626 0.05
C 0.12906 1.88669 -7.09603 -0.08
C 1.06121 0.98393 -7.88327 -0.33
O 0.67818 0.88322 -9.24987 -0.08
H -0.89745 1.52128 -7.14329 0.07
H 0.43187 1.94434 -6.04867 0.07
H 0.13361 2.89372 -7.51887 0.07
H 1.04312 -0.02809 -7.47765 0.09
H 2.08938 1.35717 -7.82826 0.11
H 0.70301 1.76553 -9.62889 0.08
```

Values from the calculation:
* electronic energy: -8853.994118 a.u.
* total charge: +1

***

No. 2
Molecular formula: C3H2O2Tl
Method: DFT, the ωB97M-V functional and the def2-TZVPD basis

XYZ file:
```
8
Properties=species:S:1:pos:R:3:nbo_charge:R:1
O -1.25090 1.02756 1.36224 -0.41
C -0.41348 1.13799 0.50000 0.34
C 1.05055 0.26674 0.69081 -0.10
H 1.29499 -0.27915 1.60402 0.26
C 0.60200 -0.27936 -0.57976 0.14
O 1.88312 0.27966 -0.42377 -0.39
H -0.42139 1.97496 -0.23258 0.19
Tl -0.26012 -2.04432 -2.07020 0.96
```

Values from the calculation:
* energy above the lowest of the compared OMol25 structures with the same formula, charge and spin: 419.49 kJ/mol
* electronic energy: -438.012970 a.u.
* total charge: +1

***

No. 3
Molecular formula: C35H97N3O15
Method: DFT, the ωB97M-V functional and the def2-TZVPD basis

XYZ file:
```
150
Properties=species:S:1:pos:R:3:lowdin_charge:R:1
C -0.16158 -7.34270 0.38766 -0.14
O 0.29589 -8.33133 -0.54892 -0.12
H 0.59356 -6.58646 0.60204 0.07
H -1.02289 -6.85088 -0.06441 0.07
H -0.46691 -7.90354 1.27102 0.07
H 0.43102 -7.85381 -1.37070 0.06
C -1.25205 -6.90289 3.98656 -0.18
O -1.10029 -5.53759 3.77650 -0.12
H -0.37523 -7.38755 3.55714 0.07
H -1.30908 -7.12794 5.05155 0.08
H -2.16467 -7.29442 3.53720 0.08
H -1.42642 -5.06478 4.54572 0.05
C 3.02591 0.89222 5.80960 -0.17
O 2.73117 1.73733 4.72946 -0.13
H 2.45004 -0.03311 5.79410 0.06
H 4.00463 0.43907 5.65191 0.07
H 2.88751 1.31766 6.80356 0.08
H 2.49119 1.13509 4.02142 0.02
C -1.27035 -2.41019 5.80825 -0.15
O -0.37956 -3.36578 6.24906 -0.12
H -2.20138 -2.84618 5.44603 0.09
H -1.46655 -1.63508 6.54906 0.09
H -0.74946 -1.88443 5.00803 0.08
H -0.87475 -3.98996 6.78459 0.10
C -1.92050 1.40871 3.32465 -0.17
O -1.83395 2.43224 2.37371 -0.12
H -1.13121 1.68055 4.02553 0.08
H -2.92538 1.38164 3.74605 0.09
H -1.66093 0.37512 3.09570 0.05
H -1.02028 2.42927 1.86427 0.05
C 0.56643 -1.89938 1.48001 -0.17
O 1.13011 -2.47497 2.59057 -0.12
H -0.47712 -1.66102 1.68566 0.06
H 1.04695 -0.99876 1.09778 0.09
H 0.54308 -2.62812 0.66976 0.08
H 0.63050 -3.27926 2.74899 0.09
C 1.97636 3.04712 0.79594 -0.17
O 1.25341 2.75352 1.95124 -0.09
H 2.30827 4.06320 0.58262 0.08
H 2.83907 2.38319 0.85099 0.07
H 1.60937 2.77517 -0.19374 0.07
H 1.74781 2.35080 2.66886 0.06
C -1.59942 -4.80011 -2.49919 -0.20
O -2.68944 -5.56998 -2.16999 -0.10
H -1.65556 -3.72420 -2.33378 0.07
H -0.64996 -5.19015 -2.13246 0.07
H -1.41222 -4.89990 -3.56835 0.08
H -2.48314 -6.47316 -2.42161 0.09
O 3.61986 -6.26798 2.15778 -0.05
H 3.06309 -5.62461 1.71925 0.02
H 3.57506 -7.04428 1.59958 0.03
O 2.98102 -0.49070 2.93704 -0.06
H 2.38678 -1.20942 3.15281 0.00
H 3.81547 -0.74216 3.33287 0.01
O 2.34565 -2.76743 6.15570 -0.04
H 2.56692 -2.90146 7.07728 0.06
H 1.41938 -3.00101 6.09487 0.00
O 4.35020 -2.33374 4.26543 -0.05
H 4.81835 -3.13602 4.03430 0.05
H 3.84255 -2.56751 5.04252 0.00
C 6.35745 1.28688 -0.52174 -0.02
C 5.42702 1.72433 -1.73622 -0.47
C 4.79071 3.12057 -1.40827 -0.12
C 5.76734 4.35400 -1.43600 -0.15
C 6.26053 4.50101 -2.87954 -0.14
C 6.93139 3.15177 -3.32071 -0.44
N 6.23290 1.87582 -2.95442 -0.09
O 6.83563 0.59672 -3.40829 -0.02
C 6.90022 3.18867 -4.92768 -0.04
C 8.42819 3.13919 -2.92200 -0.05
C 4.30609 0.70630 -2.06329 -0.03
H 6.86101 0.33695 -0.70106 0.07
H 5.95548 1.02253 0.45634 0.07
H 7.19868 1.95662 -0.34317 0.06
H 3.82758 3.33618 -1.87086 0.11
H 4.58148 2.97008 -0.34918 0.08
H 6.66918 4.05207 -0.90343 0.09
H 5.44176 5.27683 -0.95591 0.11
H 7.04568 5.25648 -2.90955 0.11
H 5.51744 4.79421 -3.62113 0.11
H 5.91789 3.01268 -5.36603 0.08
H 7.20936 4.14628 -5.34662 0.07
H 7.60079 2.42499 -5.26544 0.06
H 8.59082 3.14828 -1.84424 0.07
H 9.04191 2.48690 -3.54326 0.08
H 8.92904 4.06420 -3.20767 0.07
H 3.89626 0.44399 -1.08793 0.08
H 4.85588 -0.17936 -2.38178 0.07
H 3.57559 0.91203 -2.84569 0.08
H 6.34296 0.34963 -4.19430 0.09
C -7.69315 -1.42451 -1.74398 -0.04
C -6.31317 -2.11208 -1.62265 -0.51
C -5.46836 -1.48447 -2.73637 -0.16
C -4.00923 -1.79712 -2.60760 -0.18
C -3.42634 -1.26188 -1.25515 -0.09
C -4.29214 -1.73834 0.02163 -0.42
N -5.76996 -1.79645 -0.29378 -0.12
O -6.53008 -2.24021 0.77976 -0.01
C -3.81023 -3.13157 0.45169 -0.04
C -3.93495 -0.80883 1.21487 -0.04
C -6.46789 -3.60773 -1.85699 -0.02
H -8.44290 -2.02234 -1.22575 0.08
H -7.99794 -1.48981 -2.78845 0.08
H -7.83206 -0.39002 -1.42992 0.09
H -5.91947 -1.81184 -3.67308 0.12
H -5.61595 -0.40588 -2.79088 0.11
H -3.45339 -1.31819 -3.41368 0.11
H -3.89794 -2.87258 -2.74575 0.09
H -3.22535 -0.19776 -1.37906 0.07
H -2.38174 -1.57200 -1.28252 0.10
H -2.75565 -3.13795 0.72724 0.08
H -4.48683 -3.47761 1.23308 0.08
H -3.97012 -3.93819 -0.26378 0.06
H -4.39547 -1.18966 2.12646 0.08
H -2.86383 -0.78982 1.41602 0.06
H -4.30639 0.20036 1.03694 0.08
H -5.48780 -4.08113 -1.79845 0.06
H -6.96014 -3.71256 -2.82384 0.09
H -7.01676 -4.17422 -1.10471 0.09
H -6.77440 -1.40264 1.18024 0.11
C -1.91223 2.29830 -1.47564 -0.04
C -2.97583 3.32596 -1.62451 -0.48
C -3.03375 4.15373 -0.32676 -0.17
C -2.01405 5.20627 -0.10920 -0.19
C -1.99241 6.13817 -1.30164 -0.13
C -1.72400 5.40417 -2.64679 -0.44
N -2.65127 4.21638 -2.77522 -0.15
O -2.54380 3.60867 -3.99040 0.00
C -2.16424 6.42954 -3.77089 -0.03
C -0.26066 4.91935 -2.80484 -0.03
C -4.36403 2.66239 -1.88821 -0.01
H -2.00604 1.53859 -2.25162 0.08
H -2.02560 1.90218 -0.46652 0.08
H -0.88684 2.66796 -1.47052 0.07
H -4.02002 4.59408 -0.18022 0.12
H -3.06561 3.56753 0.59165 0.10
H -1.06435 4.69437 0.04610 0.11
H -2.30902 5.68806 0.82299 0.12
H -1.19260 6.86517 -1.16064 0.12
H -2.99296 6.56627 -1.36274 0.12
H -1.72091 7.42514 -3.75262 0.07
H -1.80162 6.02785 -4.71706 0.07
H -3.24702 6.54947 -3.73474 0.08
H 0.09716 4.21455 -2.05428 0.05
H -0.14635 4.31961 -3.70781 0.07
H 0.52443 5.67533 -2.78959 0.08
H -5.05410 3.40713 -2.28478 0.09
H -4.77930 2.24228 -0.97216 0.08
H -4.32463 1.86001 -2.62491 0.06
H -1.81199 2.99415 -3.89865 0.08
```

Values from the calculation:
* energy above the lowest of the compared OMol25 structures with the same formula, charge and spin: 0.00 kJ/mol
* electronic energy: -2684.197312 a.u.
* total charge: 0

***

No. 4
Molecular formula: BrCo
Method: DFT, the ωB97M-V functional and the def2-TZVPD basis

XYZ file:
```
2
Properties=species:S:1:pos:R:3:nbo_charge:R:1
Co -0.78583 0.06409 0.99554 1.32
Br 0.78583 -0.06409 -0.99554 -0.32
```

Values from the calculation:
* spin multiplicity: 4
* energy above the lowest of the compared OMol25 structures with the same formula, charge and spin: 52.50 kJ/mol
* electronic energy: -3956.363493 a.u.
* total charge: +1